# 1
Computed, not measured: a molecular structure, C3H3O4Sc in a non-equilibrium geometry, with ωB97M-V/def2-TZVPD.

Each line ends with the Mulliken charge.
Element x y z (Å)
Sc1 0.46386 -0.45481 0.85179  2.063
O1 -1.01944 0.66622 -0.11043  -0.415
O2 -0.50855 -3.56094 3.76107  -0.022
O3 1.46250 0.40780 -0.89891  -0.351
O4 -0.30582 -1.78914 2.28800  -0.517
C1 0.67347 1.19130 -1.66194  -0.069
C2 -0.41295 -2.69824 3.01726  0.707
C3 -0.72774 1.30153 -1.11055  0.259
H1 -1.46420 1.94210 -1.61850  0.440
H2 0.68048 0.80817 -2.71181  0.453
H3 1.15838 2.18602 -1.80599  0.450

## Properties
**E_HOMO (alpha / beta)**: -26.400 / -26.277 eV
**Maximum force**: 6.51 eV/Å
**Gap between HOMO and LUMO (alpha / beta)**: 9.037 / 7.721 eV
**Spin multiplicity**: 2
**E**: -32013.272 eV
**Charge**: +3
**⟨S²⟩**: 0.755
**Energy relative to the best compared isomer or geometry (same formula, charge and spin)**: 0.000 eV



# 2
Computed, not measured: C12H8N2 in the gas phase in a non-equilibrium geometry, with ωB97M-V/def2-TZVPD.

Each line ends with the Mulliken charge.
Element x y z (Å)
N1 1.88440 2.27486 -0.08979  -0.616
N2 0.08814 -2.76619 -0.96882  -0.547
C1 -0.04378 0.79249 0.09539  0.719
C2 1.53449 -1.10104 -1.29666  -0.022
C3 0.36523 -1.42699 -0.71940  0.169
C4 -1.00170 -3.23119 -0.53251  -0.094
C5 1.26588 1.06240 -0.36453  0.413
C6 1.03376 3.13731 0.48337  -0.117
C7 -0.42832 -0.50940 0.03281  0.573
C8 -1.71312 -0.96912 0.44474  -0.692
C9 2.06782 0.11109 -1.03581  -0.425
C10 -0.27228 2.93548 1.06631  -0.684
C11 -1.95899 -2.25458 0.14844  -0.431
C12 -0.81758 1.62472 0.90054  -0.563
H1 -2.82594 -2.83623 0.60136  0.243
H2 3.13278 0.43975 -1.26691  0.354
H3 -0.49052 3.71161 1.84401  0.288
H4 2.12302 -1.88021 -1.82787  0.405
H5 -1.34177 -4.36336 -0.53676  0.270
H6 -2.33719 -0.26219 0.98195  0.210
H7 1.54350 4.10157 0.75554  0.328
H8 -1.80783 1.40921 1.28462  0.219

## Properties
**E_HOMO**: -8.519 eV
**Maximum force**: 5.02 eV/Å
**SMILES**: c1cnc2ccc3ncccc3c2c1
**Gap between HOMO and LUMO**: 8.415 eV
**Spin multiplicity**: 1
**E**: -15552.164 eV
**Charge**: 0
**Energy relative to the best compared isomer or geometry (same formula, charge and spin)**: 2.429 eV



# 3
Computed, not measured: C2H8N4S in the gas phase in a non-equilibrium geometry, with ωB97M-V/def2-TZVPD.

Each line ends with the Mulliken charge.
Element x y z (Å)
S1 2.31796 -1.17580 -0.04985  -0.247
N1 0.63656 1.29456 -0.06490  0.103
N2 0.65309 -1.07960 -0.04813  -0.456
N3 1.88847 1.72980 0.10299  -0.952
N4 -1.25316 0.26806 -0.38776  -0.322
C1 0.06233 -0.00277 -0.17802  0.659
C2 -2.25040 -0.83538 0.17425  -0.703
H1 -0.13940 2.05396 -0.18575  0.118
H2 -3.28972 -0.62744 0.39955  0.340
H3 -1.57902 1.35417 -0.14440  0.296
H4 2.41082 -2.58257 -0.36684  0.144
H5 -2.39559 -1.79631 -0.64286  0.197
H6 -1.72917 -1.29755 1.12525  0.238
H7 2.33358 1.41377 -0.74571  0.302
H8 2.33366 1.28310 1.01218  0.281

## Properties
**E_HOMO**: -7.906 eV
**Maximum force**: 5.80 eV/Å
**SMILES**: CN/C(=N/S)NN
**Gap between HOMO and LUMO**: 8.654 eV
**Spin multiplicity**: 1
**E**: -18995.426 eV
**Charge**: 0
**Energy relative to the best compared isomer or geometry (same formula, charge and spin)**: 2.711 eV



# 4
Computed, not measured: 9 unconnected molecules or ions with the total composition C10H38N10O9 in a non-equilibrium geometry, with ωB97M-V/def2-TZVPD.

Each line ends with the Mulliken charge.
Element x y z (Å)
O1 -3.70051 -0.96306 -0.18127  -0.488
O2 4.39549 -0.69006 -0.68527  -0.783
O3 0.11549 0.96194 -4.04027  -0.781
O4 -4.09551 -1.24806 2.80673  -0.568
O5 1.59049 -2.51406 -2.24827  -0.792
O6 1.04049 4.60794 0.61673  -0.772
O7 3.97249 -1.13406 2.14073  -0.474
O8 -2.85851 2.36494 3.02273  -0.725
O9 0.00849 -2.42906 -0.10627  -0.862
N1 -3.37951 2.04794 0.77973  -0.196
N2 4.96249 1.01894 -2.06927  -0.400
N3 -1.28351 2.00094 1.41473  -0.167
N4 -0.42551 3.42894 -0.76827  -0.377
N5 1.54449 2.61994 -0.35627  -0.201
N6 1.12749 0.57294 -1.99227  0.525
N7 3.46849 -0.46706 -2.85827  -0.572
N8 -1.05151 -0.36806 0.51773  0.548
N9 -1.04551 0.97694 -1.99627  -0.151
N10 1.03149 -0.41506 0.43473  0.028
C1 0.07849 0.85694 -2.66227  0.432
C2 0.70349 3.58794 -0.19627  0.311
C3 -0.05051 -1.11906 0.29073  0.499
C4 0.75549 -2.26706 -3.36427  -0.099
C5 4.24449 -0.04806 -1.88927  0.550
C6 -2.81851 -1.78306 3.03473  0.699
C7 3.50949 -0.06706 2.93773  -0.254
C8 -2.65951 -2.33606 4.47573  -1.395
C9 -3.28951 -2.27406 -0.64327  -0.433
C10 -2.54851 2.15494 1.74873  0.322
H1 -0.86251 2.57294 0.64573  0.236
H2 3.47549 -0.08606 -3.86827  0.241
H3 4.33049 -0.76806 1.33673  0.340
H4 2.41649 2.63094 0.21273  0.171
H5 -2.85951 -1.53306 5.14073  0.362
H6 -1.94951 -0.75006 0.33773  -0.243
H7 -4.42651 1.98494 0.96673  0.313
H8 -4.31451 -1.25406 1.88273  0.328
H9 3.09149 -0.31506 3.93773  0.260
H10 5.07149 1.57894 -2.92227  0.199
H11 -0.26351 -2.20206 -2.98027  -0.118
H12 -4.16151 -2.83806 -1.00327  0.330
H13 -2.52651 -2.46606 -1.42627  0.068
H14 1.47449 1.81994 -1.09227  0.449
H15 5.64149 1.13794 -1.23127  0.289
H16 -3.39251 -3.05106 4.67073  0.388
H17 -3.10651 1.62794 -0.07627  0.146
H18 -0.97851 4.29894 -0.85527  0.220
H19 -3.96651 -0.38906 -0.94227  0.235
H20 -2.17851 -0.88206 2.95073  -0.135
H21 1.91049 0.27394 -2.58427  -0.226
H22 2.95349 -1.38406 -2.68327  0.429
H23 -1.87451 1.01994 -2.63127  0.227
H24 -0.70051 1.86194 2.28273  0.256
H25 0.90049 0.53094 0.77073  -0.018
H26 1.05949 -2.32306 -1.48027  0.448
H27 1.07949 -1.28306 -3.76427  0.106
H28 -2.56951 -2.55906 2.25073  -0.033
H29 -2.87151 -2.74006 0.23873  0.181
H30 1.97149 -0.71106 0.34973  0.105
H31 -1.11751 0.61894 -1.09227  0.118
H32 4.26549 0.64194 3.12373  0.347
H33 -0.71951 2.58794 -1.35327  0.332
H34 -1.11851 0.56394 0.92573  0.080
H35 0.80549 -2.88906 -4.23927  0.353
H36 1.09949 0.07794 -1.04927  -0.340
H37 -1.70151 -2.87406 4.67073  0.327
H38 2.77049 0.38994 2.41573  -0.194

## Properties
**E_HOMO**: -9.585 eV
**Maximum force**: 9.57 eV/Å
**SMILES**: NC(N)=O.NC(N)=O.NC(N)=O.NC(N)=O.NC(N)=O.CCO.CO.CO.CO
**Gap between HOMO and LUMO**: 8.982 eV
**Spin multiplicity**: 1
**E**: -44311.760 eV
**Charge**: 0
**Energy relative to the best compared isomer or geometry (same formula, charge and spin)**: 7.053 eV



# 5
Computed, not measured: a molecular structure, C12H21N6O5RuS, with ωB97M-V/def2-TZVPD.

Each line ends with the Mulliken charge.
Element x y z (Å)
Ru1 0.62432 0.04592 0.64231  1.257
S1 2.34576 -0.23012 -0.84199  -0.465
O1 -2.53031 -3.01848 5.27580  -0.504
O2 -2.61532 -4.07020 3.31676  -0.450
O3 -1.45625 -3.29193 0.73264  -0.610
O4 -0.14880 -1.58736 0.11783  -0.530
O5 -0.56739 1.83710 -0.09760  -0.613
N1 -0.11000 -0.48159 2.49609  -0.291
N2 -1.47213 3.67271 -1.08784  0.264
N3 3.05269 -2.76486 -0.40881  -0.365
N4 -0.94820 -1.02830 4.42584  0.021
N5 0.54064 3.77534 0.28854  0.164
N6 1.78434 -2.40579 -2.29301  -0.330
C1 -0.84900 -1.64504 2.35212  0.216
C2 -1.37477 -2.00200 3.55815  0.052
C3 -1.81916 5.07164 -1.21619  -0.671
C4 -0.89506 -2.28040 1.03059  0.888
C5 1.46018 2.97196 1.11719  -1.029
C6 -2.31497 2.77612 -1.85134  -0.915
C7 -0.44568 3.06672 -0.24697  0.551
C8 2.37410 -1.97167 -1.20601  0.968
C9 0.45389 1.01924 4.45867  -1.402
C10 -2.24280 -3.10490 4.11779  0.571
C11 -0.18972 -0.13149 3.78747  0.317
C12 0.82668 5.22757 0.21585  -1.039
H1 0.93930 2.63562 2.01642  0.395
H2 2.31684 3.57331 1.39948  0.391
H3 -1.22300 5.72175 -0.60355  0.241
H4 3.62723 -2.37498 0.32126  0.238
H5 0.06496 5.79580 0.74464  0.452
H6 1.76732 5.39016 0.72829  0.351
H7 -3.33597 2.85620 -1.45578  0.398
H8 -2.28454 -3.99546 2.40672  0.372
H9 -1.72934 5.34463 -2.27437  0.376
H10 1.26452 -1.77107 -2.87456  0.203
H11 1.84696 2.13577 0.51397  0.145
H12 -2.88025 5.16868 -0.95664  0.349
H13 0.93957 5.54311 -0.82002  0.428
H14 3.16730 -3.75092 -0.60876  0.239
H15 -2.34871 3.14251 -2.88212  0.365
H16 -1.96380 1.75684 -1.79193  0.325
H17 1.27199 1.41012 3.85728  0.390
H18 -0.27293 1.80934 4.65638  0.320
H19 0.87501 0.70541 5.41399  0.442
H20 1.83489 -3.37197 -2.58851  0.246
H21 -1.19789 -1.06011 5.41210  0.279

## Properties
**E_HOMO (alpha / beta)**: -18.175 / -18.187 eV
**Maximum force**: 0.61 eV/Å
**Gap between HOMO and LUMO (alpha / beta)**: 7.593 / 4.890 eV
**Spin multiplicity**: 5
**E**: -45352.374 eV
**Charge**: +3
**⟨S²⟩**: 6.027
**Energy relative to the best compared isomer or geometry (same formula, charge and spin)**: 0.715 eV



# 6
Computed, not measured: C17H22N2OS in the gas phase, with ωB97M-V/def2-TZVPD.

Each line ends with the Mulliken charge.
Element x y z (Å)
S1 1.70701 -1.31747 -0.37590  -0.052
O1 0.95490 2.98337 -0.99369  -0.434
N1 2.07899 -3.86845 -0.74345  -0.526
N2 4.02039 -2.57666 -0.32293  -0.350
C1 -3.25166 0.21384 2.09810  -1.710
C2 -2.91814 0.25786 0.60013  1.950
C3 2.98003 -0.04512 -0.01318  -0.697
C4 -0.30829 2.83882 -0.48464  0.139
C5 -2.27886 3.98539 0.24638  -0.943
C6 -0.92502 1.62297 -0.21049  0.878
C7 -0.99481 4.02821 -0.25470  -0.607
C8 4.20717 -4.91548 -0.67952  -0.534
C9 2.71195 -2.72875 -0.49059  0.305
C10 2.82557 -4.95038 -0.83571  -0.071
C11 -4.21160 0.17315 -0.22255  -1.706
C12 1.76313 1.84568 -1.17215  -0.759
C13 2.33223 1.31756 0.15139  -0.598
C14 -2.06393 -0.96806 0.26610  -1.995
C15 4.75733 -3.66967 -0.41886  -0.137
C16 -2.22032 1.57448 0.29110  -0.347
C17 -2.88705 2.77344 0.51968  -0.517
H1 -3.90596 1.03311 2.38278  0.346
H2 4.81340 -5.80181 -0.75619  0.376
H3 5.82154 -3.52617 -0.27987  0.418
H4 -3.98412 0.23125 -1.28479  0.394
H5 -3.89115 2.77337 0.91460  0.388
H6 1.52719 1.25619 0.88647  0.379
H7 -0.39701 0.70276 -0.39033  0.235
H8 3.48351 -0.35902 0.89958  0.478
H9 3.07402 2.02422 0.52908  0.371
H10 -2.62311 -1.87154 0.49997  0.484
H11 -1.14595 -0.98523 0.84789  0.377
H12 -0.50432 4.96257 -0.47630  0.457
H13 -2.33989 0.28528 2.68741  0.375
H14 -4.71714 -0.77059 -0.02876  0.433
H15 3.69204 -0.05751 -0.83726  0.393
H16 -3.74891 -0.72215 2.34389  0.453
H17 2.57721 2.17959 -1.82218  0.354
H18 -2.81269 4.90692 0.42730  0.358
H19 2.29388 -5.87048 -1.04116  0.415
H20 1.21324 1.05027 -1.69030  0.459
H21 -4.89418 0.98137 0.02420  0.353
H22 -1.81060 -0.99717 -0.79059  0.414

## Properties
**E_HOMO**: -8.232 eV
**Maximum force**: 0.60 eV/Å
**SMILES**: CC(C)(C)c1cccc(OCCCSc2ncccn2)c1
**Gap between HOMO and LUMO**: 8.927 eV
**Spin multiplicity**: 1
**E**: -33849.112 eV
**Charge**: 0
**Energy relative to the best compared isomer or geometry (same formula, charge and spin)**: 0.616 eV



> The lowest energy relative to the best compared isomer or geometry (same formula, charge and spin) belongs to which entry?

C3H3O4Sc